(1)
This record from the Open Molecules 2025 dataset describes a structure of composition C27H26AsN4O7PRu at a distorted geometry. The level of theory is the ωB97M-V functional and the def2-TZVPD basis.

XYZ file:
```
67
Properties=species:S:1:pos:R:3:forces:R:3
Ru 0.565 0.550 0.194 -0.5045 -0.3309 -0.0863
N 0.686 0.136 -3.092 0.6077 0.8212 0.2338
P -0.613 0.288 -1.959 0.1323 -0.6012 3.0555
C -1.745 1.621 -2.343 1.1942 -0.4330 1.6355
C -2.114 1.752 -3.625 -0.0406 -0.1812 -2.3952
C -2.952 2.765 -3.985 -0.3924 0.7638 0.2115
C -3.347 3.716 -3.045 0.9805 -1.0132 0.8854
C -2.958 3.607 -1.682 0.4799 -1.2802 -1.5759
C -2.151 2.490 -1.324 -0.3976 1.2836 0.0520
C -1.471 -1.276 -2.272 -0.2612 1.9916 0.5551
C -0.725 -2.354 -2.623 1.1096 -0.7860 -0.8138
C -1.360 -3.571 -2.712 0.6966 -0.7688 -0.4040
C -2.705 -3.651 -2.446 -0.6133 -1.3736 -0.6115
C -3.458 -2.571 -2.029 -0.0689 0.5210 0.0637
C -2.818 -1.351 -1.905 0.4338 0.2664 -0.0643
C 2.029 0.280 -2.814 -3.4112 0.5270 -0.1535
C 2.936 0.271 -3.804 4.8775 0.2680 -2.3440
C 4.319 0.554 -3.510 -1.7126 -0.6752 0.7816
C 4.659 0.704 -2.157 0.0612 -0.4388 -3.6459
C 3.639 0.717 -1.273 -2.3573 0.4654 1.1588
N 2.357 0.606 -1.608 1.2715 0.0927 3.3709
H 0.346 -0.015 -4.012 0.4983 -0.4382 -1.3575
H -1.652 1.129 -4.405 -0.5778 0.0339 0.2881
H -3.257 2.851 -5.002 -0.1670 0.2353 -0.5669
H -3.853 4.557 -3.439 -0.7205 0.7764 0.1389
H -3.244 4.402 -1.021 0.0307 -0.0885 0.4996
H -1.764 2.347 -0.304 -0.3323 0.1024 -0.4397
H 0.330 -2.239 -2.919 -0.5295 -0.2453 0.3424
H -0.816 -4.467 -3.041 -0.2786 0.4570 0.1674
H -3.161 -4.615 -2.695 -0.1569 0.3783 0.5025
H -4.520 -2.648 -1.850 0.0133 -0.1247 0.1114
H -3.276 -0.435 -1.531 -0.3228 -0.3919 -0.1916
H 2.643 0.084 -4.802 -0.2116 -0.1874 -0.9541
H 5.117 0.574 -4.227 -0.2063 -0.0323 -0.5848
H 5.666 0.794 -1.878 1.1468 0.2012 0.5277
H 3.882 0.900 -0.260 -0.3920 0.1751 1.1922
O 3.174 2.529 2.871 -1.3455 -0.6582 -0.4201
C 2.237 1.953 2.361 -1.9267 -0.5128 1.3776
O 2.167 1.420 1.190 0.9065 0.4596 0.0245
C 0.754 1.657 3.304 2.4163 0.2118 0.0948
C 1.002 1.886 4.673 -2.2238 0.6556 0.4570
C -0.042 1.810 5.611 -1.2768 -0.6021 -0.9519
C -1.313 1.258 5.248 2.4677 0.1825 0.8421
C -1.452 0.878 3.932 -1.4398 0.3220 -0.9723
C -0.500 1.113 2.912 0.7269 -0.3699 -1.1901
O -0.790 0.727 1.614 0.5347 1.5176 2.2319
N -2.761 0.261 3.389 2.2161 0.5786 1.9761
O -3.818 0.615 3.849 -0.1242 0.0222 -0.3300
O -2.533 -0.593 2.579 -1.3191 -1.1814 -0.6032
N 0.163 2.180 7.095 -1.5202 -2.3642 -3.1963
O -0.798 2.139 7.806 -1.0850 0.5326 0.7088
O 1.287 2.259 7.413 3.0725 1.0065 1.2510
H 1.907 2.259 5.082 1.0494 0.2271 -0.3196
H -1.874 0.948 6.120 -0.9795 0.2945 -0.4935
C 2.088 -2.052 2.593 -0.0195 1.0052 0.2693
As 1.201 -1.893 0.863 -1.0038 0.1073 1.4327
C 2.387 -2.588 -0.455 0.1627 -1.2176 -0.0592
C -0.285 -3.120 1.145 -0.2568 0.1903 -1.2174
H 2.366 -3.060 2.938 -0.0156 0.4209 -0.4639
H 1.414 -1.587 3.348 0.3489 -0.3473 -0.5312
H 2.940 -1.354 2.490 -0.0553 -0.5861 0.3920
H 3.169 -3.272 -0.105 -0.3353 0.0071 0.0527
H 2.871 -1.736 -0.898 0.0906 0.1163 -0.4186
H 1.712 -3.111 -1.143 0.4914 0.1398 -0.2112
H -0.026 -4.118 1.415 0.5637 -0.7591 0.1203
H -0.921 -3.156 0.260 0.1760 -0.0501 -0.2028
H -0.941 -2.753 1.902 -0.1753 0.6814 0.7654
```
Forces are in eV/Å.

Computed properties:
Total charge   +1
Frontier orbital gap (alpha / beta)   0.2151 / 0.0970 Eh
HOMO (alpha / beta)   -9.90 / -10.84 eV
2S+1   6
Maximum force   5.4 eV Å⁻¹
Lowest unoccupied orbital energy (alpha / beta)   -4.0 / -8.2 eV


(2)
This record from the Open Molecules 2025 dataset describes a cluster of 6 separate species, C24H43N3O6S3 in total at a distorted geometry. The level of theory is the ωB97M-V functional and the def2-TZVPD basis.

XYZ file:
```
79
Properties=species:S:1:pos:R:3:forces:R:3
C -2.891 -5.399 -0.714 -1.4037 -0.5147 -0.9176
C -2.114 -5.117 0.542 -0.5015 -0.3198 -0.2660
C -2.785 -5.866 1.792 1.1799 0.5510 0.0243
C -4.017 -5.280 2.339 -1.6744 1.1179 -0.3878
N -5.039 -4.788 2.610 1.9917 -0.9525 -0.2485
H -3.768 -4.752 -0.750 -0.4403 -0.2722 0.3402
H -3.219 -6.438 -0.751 -0.1648 -0.0522 -0.0806
H -2.485 -5.188 -1.703 0.9737 0.0435 0.3041
H -2.117 -4.027 0.519 0.1968 0.0306 1.3189
H -1.078 -5.416 0.384 0.0142 -0.2763 0.5595
H -2.058 -5.973 2.597 0.1239 0.6233 0.2058
H -2.976 -6.928 1.639 -0.2427 0.0318 -0.8486
C 1.451 0.324 -2.923 -1.2069 0.0634 -0.8636
C 2.059 1.651 -3.479 -0.8064 -1.2154 0.0918
C 1.384 2.893 -2.843 -0.2577 -0.6971 0.3718
C -0.105 2.919 -2.799 -3.7347 -0.1153 -0.1594
N -1.291 2.973 -2.759 4.5009 -0.3487 -0.1644
H 0.395 0.212 -3.169 -0.4973 0.8900 -0.1001
H 1.400 0.167 -1.846 0.8188 0.1250 0.0757
H 1.728 -0.570 -3.482 1.1634 -0.0388 0.3534
H 2.008 1.602 -4.566 -0.2599 0.2467 -0.0278
H 3.125 1.629 -3.252 0.0159 0.4613 0.1746
H 1.685 3.861 -3.243 0.3098 -0.1611 0.0460
H 1.707 2.783 -1.808 -0.1287 0.7233 0.2453
C 0.822 1.777 1.371 0.2471 1.4482 0.8975
C 1.957 2.614 2.061 -0.2075 -3.1424 0.5830
C 2.052 3.952 1.492 -0.2178 2.5988 -0.1874
S 0.235 4.439 0.995 2.0474 -0.5804 -1.2372
O 0.170 4.726 -0.477 -0.1177 -0.0301 3.3515
O -0.243 5.284 2.092 0.0587 -0.2723 -1.7950
C -0.356 2.774 1.345 -0.3481 -1.1551 0.1797
H 0.506 0.919 1.966 0.1867 0.0402 0.0655
H 1.218 1.374 0.439 -0.4724 0.3359 -0.3888
H 2.834 1.969 2.000 0.4827 0.5583 -0.2478
H 1.787 2.694 3.134 -0.4452 -0.0599 0.0407
H 2.850 4.201 0.793 -0.6032 -0.6477 -0.9993
H 2.352 4.647 2.276 -0.6576 0.2554 0.2165
H -1.219 2.375 0.811 0.1481 0.7067 -0.6029
H -0.697 2.883 2.375 0.0645 -0.0189 0.1292
C -4.076 1.787 0.739 0.2099 0.0369 -0.0031
C -5.008 2.439 -0.317 -1.8805 0.0351 1.5277
C -6.406 2.648 0.468 1.6843 -0.6300 -0.0921
S -6.520 1.204 1.641 -3.4947 0.8795 -0.3692
O -7.474 0.183 1.104 2.2193 1.7831 1.1256
O -6.805 1.832 2.945 0.7565 -1.2805 -1.3087
C -4.849 0.648 1.459 0.6931 -0.3839 -1.0156
H -3.671 2.446 1.507 -0.5823 0.6178 -0.0232
H -3.152 1.491 0.242 -0.1614 -0.7595 -0.1046
H -5.186 1.765 -1.155 0.1198 -0.1602 0.0863
H -4.655 3.380 -0.741 0.1503 -0.0517 0.2829
H -7.314 2.772 -0.123 0.1687 -0.4383 -0.0546
H -6.337 3.487 1.160 0.1235 0.0246 -0.0881
H -4.978 -0.206 0.795 0.1157 -0.0814 -0.0899
H -4.426 0.266 2.389 -0.1218 0.3920 0.0807
C 5.427 -1.769 -1.539 0.6213 -0.1692 1.4977
C 5.631 -0.393 -2.090 -0.6091 0.5138 -2.5432
C 6.564 0.394 -1.254 1.1607 0.5488 1.3013
S 5.900 0.127 0.474 1.3649 -0.8178 -0.7576
O 4.818 1.051 0.815 1.1940 -0.6285 -0.1544
O 7.050 -0.146 1.362 -2.0596 0.6876 -1.0046
C 5.128 -1.469 -0.048 -0.6394 -0.0058 0.3352
H 6.343 -2.317 -1.755 0.1477 -0.1605 0.5780
H 4.640 -2.352 -2.017 -0.2193 0.3306 0.1281
H 4.717 0.180 -2.241 -0.3435 -0.1772 0.2405
H 6.005 -0.563 -3.099 0.2847 0.5132 -0.1654
H 6.795 1.429 -1.508 -1.0368 0.2635 0.1023
H 7.587 0.017 -1.269 -0.0836 -0.7497 0.4118
H 4.057 -1.268 -0.050 -0.0828 0.1683 0.3940
H 5.347 -2.155 0.771 0.2104 -0.3112 -0.4014
N 1.004 -2.353 0.923 -0.8494 0.7453 0.8387
C 0.041 -1.886 1.810 -0.0201 0.0090 -0.5892
C -1.047 -1.515 1.058 -0.3474 0.2830 0.3155
C -0.751 -1.635 -0.345 0.0454 -0.5113 2.3341
C 0.497 -2.198 -0.327 0.6855 0.3729 -2.3585
H 1.963 -2.531 1.186 -0.2729 -0.0937 -0.3377
H 0.236 -1.739 2.862 -0.0554 -0.4203 -0.0710
H -2.003 -1.245 1.482 0.0685 0.2994 0.0058
H -1.449 -1.330 -1.110 0.4513 -0.3476 -0.2982
H 1.087 -2.378 -1.214 0.2489 -0.3066 0.1919
```
Forces are in eV/Å.

Computed properties:
Total charge   0
Frontier orbital gap   0.3348 Eh
HOMO   -9.14 eV
2S+1   1
Maximum force   4.5 eV Å⁻¹
Lowest unoccupied orbital energy   0.0 eV
Structure (SMILES)   O=S1(=O)CCCC1.O=S1(=O)CCCC1.O=S1(=O)CCCC1.c1cc[nH]c1.CCCC#N.CCCC#N


(3)
This record from the Open Molecules 2025 dataset describes a structure of composition C21H17N5O2Pt. The level of theory is the ωB97M-V functional and the def2-TZVPD basis.

XYZ file:
```
46
Properties=species:S:1:pos:R:3:forces:R:3
Pt -1.109 -0.103 0.457 -0.0275 0.0744 -0.1341
O -2.040 -1.308 4.199 0.0030 0.0049 0.0202
C -1.750 -1.164 3.016 -0.0073 -0.0661 -0.0746
N -1.620 -0.030 2.334 0.0031 0.0481 0.0860
C -1.806 1.276 2.916 -0.0026 -0.0415 -0.0161
C -1.511 2.327 1.868 0.0005 -0.0029 0.0009
C -1.561 3.682 2.152 0.0063 0.0092 -0.0058
C -1.280 4.600 1.156 -0.0192 0.0006 0.0096
C -0.954 4.148 -0.114 0.0092 -0.0265 -0.0010
C -0.918 2.787 -0.341 -0.0070 0.0393 -0.0148
N -1.192 1.906 0.626 0.0172 -0.0141 0.0319
C -1.485 -2.358 2.108 -0.0033 0.1148 0.0283
C -1.549 -3.653 2.574 0.0125 -0.0494 -0.0192
C -1.289 -4.693 1.692 -0.0172 0.0303 0.0305
C -0.975 -4.403 0.375 0.0087 0.0126 -0.0210
C -0.926 -3.079 -0.030 -0.0040 -0.0427 -0.0019
N -1.178 -2.088 0.822 0.0059 -0.0637 0.0028
H -1.150 1.427 3.780 0.0114 0.0113 -0.0077
H -2.831 1.409 3.281 -0.0023 0.0083 -0.0079
H -1.818 4.003 3.152 0.0010 0.0027 0.0002
H -1.315 5.661 1.368 0.0015 -0.0009 0.0027
H -0.727 4.831 -0.919 0.0007 0.0015 0.0007
H -0.672 2.360 -1.304 0.0029 -0.0082 0.0058
H -1.800 -3.805 3.614 0.0009 -0.0038 -0.0003
H -1.332 -5.721 2.029 0.0004 0.0008 0.0052
H -0.767 -5.186 -0.340 0.0005 0.0019 -0.0012
H -0.689 -2.778 -1.042 -0.0003 0.0133 0.0029
O -0.765 -0.210 -1.571 0.0185 -0.1884 0.0434
C 0.184 -0.018 -2.450 -0.0476 0.0764 -0.0054
C -0.262 0.097 -3.793 0.0009 0.0251 0.0115
C 0.585 0.327 -4.848 0.0317 0.0021 0.0023
C 1.955 0.465 -4.624 -0.0431 -0.0084 0.0085
C 2.418 0.339 -3.333 0.0410 0.0295 -0.0591
C 1.585 0.079 -2.233 0.0069 -0.0033 0.0470
C 2.228 -0.109 -0.925 -0.0187 -0.0729 -0.0872
N 1.665 -0.126 0.260 0.0423 0.1537 0.0748
C 2.670 -0.322 1.175 -0.0344 -0.0628 -0.0291
C 3.865 -0.439 0.539 -0.0022 -0.0246 -0.0033
N 3.576 -0.306 -0.799 0.0393 0.0124 0.0540
H -1.330 -0.002 -3.945 -0.0006 0.0009 -0.0060
H 0.184 0.411 -5.851 -0.0036 0.0001 0.0012
H 2.639 0.670 -5.435 0.0006 0.0015 -0.0013
H 3.482 0.473 -3.174 -0.0175 -0.0034 0.0326
H 2.463 -0.377 2.231 0.0175 0.0115 0.0041
H 4.865 -0.605 0.896 0.0004 -0.0002 -0.0018
H 4.237 -0.394 -1.548 -0.0263 -0.0035 -0.0085
```
Forces are in eV/Å.

Computed properties:
Total charge   0
Frontier orbital gap   0.2632 Eh
Energy relative to the best compared isomer or geometry (same formula, charge and spin)   0.173 eV
HOMO   -7.09 eV
2S+1   1
Maximum force   0.2 eV Å⁻¹
Lowest unoccupied orbital energy   0.1 eV


(4)
This record from the Open Molecules 2025 dataset describes the ion C3H3O2S with charge -1 at a distorted geometry. The level of theory is the ωB97M-V functional and the def2-TZVPD basis.

XYZ file:
```
9
Properties=species:S:1:pos:R:3:forces:R:3
C -0.260 0.599 0.486 -0.2030 0.4010 1.1064
C -0.038 0.155 -0.721 -0.0395 0.7719 2.4587
C 0.835 -0.409 0.416 0.1420 -2.3405 -0.2561
O 3.507 -0.804 -0.784 -1.1307 0.2709 0.9854
O 2.741 1.354 0.109 0.2639 1.3826 -0.1272
S 2.882 -0.079 0.388 -0.8298 -0.9902 -0.4314
H -0.901 1.151 1.237 1.0628 -0.5313 -1.3180
H -0.445 0.396 -1.655 -0.0203 -0.4399 -1.4411
H 0.533 -1.461 0.857 0.7547 1.4755 -0.9767
```
Forces are in eV/Å.

Computed properties:
Total charge   -1
Frontier orbital gap   0.2518 Eh
Energy relative to the best compared isomer or geometry (same formula, charge and spin)   4.106 eV
HOMO   -2.70 eV
2S+1   1
Maximum force   2.6 eV Å⁻¹
Lowest unoccupied orbital energy   4.2 eV


- The highest maximum force belongs to which entry?
  C27H26AsN4O7PRu